{"formula": "C7H28F3N12O6P", "method": "the ωB97M-V functional and the def2-TZVPD basis", "lumo_energy_ha": -0.0024, "charge": 0, "total_energy_ev": -55323.256, "homo_lumo_gap_ev": 9.83, "homo_ev": -9.9, "smiles": "FC(F)(F)[PH4].NC(N)=O.NC(N)=O.NC(N)=O.NC(N)=O.NC(N)=O.NC(N)=O", "symbols": ["H", "H", "H", "H", "O", "H", "H", "F", "N", "O", "O", "H", "C", "H", "H", "N", "C", "C", "N", "P", "N", "H", "H", "N", "N", "N", "H", "H", "H", "N", "H", "H", "H", "H", "C", "C", "C", "H", "C", "N", "H", "O", "H", "N", "F", "H", "F", "H", "H", "H", "N", "O", "O", "H", "H", "N", "H"], "positions_angstrom": [[-3.618049, -1.110655, -4.044987], [1.844259, 3.419973, -4.517964], [-2.611203, -1.322600, 7.684545], [3.082453, 1.279903, 2.396383], [-3.313556, 0.724044, 6.486064], [-0.330236, -5.689592, 1.593781], [-0.724444, -2.297560, 0.874694], [1.736267, -1.430969, 0.183386], [-0.857186, 3.742112, 4.360756], [1.157367, 2.731505, 4.304923], [-2.622019, -4.773359, 1.429985], [-1.387001, 2.190336, 2.496042], [0.023358, 2.849994, 3.870672], [0.487585, -4.189569, 1.262006], [-2.161596, -2.234827, -1.079713], [-1.871480, -0.648537, 7.543930], [2.848349, -1.178180, -6.390773], [-0.113836, 2.751648, -4.699104], [-2.965994, -0.483863, -3.605554], [3.455837, -0.007063, 1.867735], [0.914688, 3.605913, -4.853328], [0.170385, 1.414482, 2.458378], [4.421138, -0.048758, 0.786969], [2.447067, -1.270304, -5.109399], [0.204000, 1.614903, -4.052401], [-0.454162, 2.099760, 2.860445], [-0.948019, -0.851496, 7.886288], [-2.463276, -2.359834, 0.912201], [-0.231220, 1.156534, 7.078366], [-2.621243, -1.974490, -1.941265], [-0.545003, 4.329511, 5.121558], [3.004199, -1.843070, -4.490637], [4.549616, -0.032059, 2.848769], [-2.773642, 0.411129, -4.033697], [2.034708, -0.025654, 0.578307], [-1.588709, -4.142023, 1.280738], [-2.320992, -0.769093, -2.459242], [3.051045, -1.295179, 2.426426], [-2.189316, 0.488208, 6.897226], [-1.160792, 1.342473, 6.743002], [0.725750, 4.474793, -5.333605], [-1.238076, 2.987484, -5.110267], [-3.270251, -2.614134, -2.366504], [-1.570848, -2.825983, 0.999395], [2.390870, 0.713248, -0.661442], [-1.793509, 3.846678, 4.009317], [0.748666, 0.564861, 1.095839], [-0.535723, 0.940840, -3.911785], [1.246833, 0.073271, -6.818119], [2.324703, -0.300952, -8.132321], [2.064172, -0.401576, -7.161078], [3.838193, -1.749779, -6.817472], [-1.531662, -0.000811, -1.934561], [1.632920, -0.803008, -4.748869], [-1.349730, 2.211352, 6.262726], [-0.369114, -4.701923, 1.383278], [1.127461, 1.411944, -3.710042]], "forces_ev_per_angstrom": [[0.110, 0.138, 0.051], [-0.159, 0.059, -0.058], [0.294, 0.220, -0.039], [-0.430, -0.565, -0.589], [-0.135, 0.020, -0.063], [0.010, 0.357, -0.077], [-0.064, 0.062, 0.049], [0.408, 3.864, 0.775], [-0.614, 1.075, 1.046], [0.438, -0.064, 0.235], [-0.001, 0.031, -0.062], [0.139, -0.034, 0.052], [0.177, -0.383, -0.365], [-0.123, -0.091, 0.006], [-0.105, -0.132, -0.330], [-0.094, -1.370, 0.649], [0.660, -0.355, -0.428], [-0.482, 0.078, -0.129], [-0.258, 0.680, -1.130], [2.342, -0.243, 1.698], [0.754, 1.164, -0.406], [-0.455, 0.443, 0.281], [-0.853, 0.037, 0.374], [-0.068, -0.317, 1.522], [0.015, -1.336, 0.123], [-0.009, -0.576, -0.448], [-0.188, 0.019, -0.057], [0.280, -0.071, 0.290], [-0.123, 0.085, -0.133], [-0.009, -0.862, 0.729], [-0.122, -0.077, -0.328], [-0.233, 0.201, -0.210], [-0.128, 0.053, -0.286], [-0.243, -0.157, 0.048], [-2.907, -0.123, -2.928], [-0.716, -0.655, 0.209], [-0.002, -0.038, 0.178], [-0.401, 0.900, -0.744], [-0.557, 0.281, -0.272], [0.678, 1.028, -0.247], [0.107, -0.296, 0.189], [-0.232, -0.061, -0.093], [0.105, 0.078, 0.107], [-0.402, 1.435, -0.507], [-1.413, -2.224, 3.481], [0.132, 0.000, 0.061], [3.599, -2.142, -2.257], [0.274, 0.211, 0.409], [0.095, -0.028, -0.055], [-0.120, -0.022, 0.353], [-0.534, 0.709, -1.092], [0.045, -0.024, 0.021], [0.391, 0.233, 0.078], [0.084, -0.104, -0.067], [0.165, -0.285, 0.080], [1.058, -0.912, 0.185], [-0.178, 0.082, 0.126]], "mulliken_charge": [0.1550, 0.1609, 0.2245, 0.1223, -0.6607, 0.2117, 0.1428, -0.2646, -0.4498, -0.6798, -0.6633, 0.1614, 0.7834, 0.1497, 0.2037, -0.3870, 0.6011, 0.7232, -0.3919, -0.1036, -0.4096, 0.1429, 0.1049, -0.3037, -0.0902, -0.2703, 0.1622, 0.2546, 0.1541, -0.2941, 0.2611, 0.1719, 0.0536, 0.2540, 0.4603, 0.5805, 0.7013, 0.1000, 0.6381, -0.3058, 0.2303, -0.6690, 0.1580, -0.4194, -0.2569, 0.1637, -0.3434, -0.0995, 0.1680, 0.2048, -0.3419, -0.6569, -0.6509, 0.1630, 0.1811, -0.3340, 0.0981]}